No. 1
Formula: C17H22N2O4
Source: the Open Molecules 2025 dataset
Level of theory: ωB97M-V/def2-TZVPD

Cartesian coordinates (Å):
C1 -0.614 -0.192 5.246
C2 -0.472 -1.662 4.865
O1 -1.610 -2.165 4.191
C3 -1.811 -1.865 2.883
C4 -3.013 -2.358 2.343
C5 -3.339 -2.148 1.027
C6 -2.471 -1.434 0.197
N1 -2.765 -1.203 -1.122
C7 -1.977 -0.514 -2.012
O2 -2.332 -0.359 -3.168
C8 -0.726 -0.004 -1.453
C9 0.140 0.749 -2.432
N2 1.342 1.292 -1.855
C10 2.555 0.491 -1.903
C11 3.590 1.080 -2.877
C12 4.995 1.066 -2.267
O3 5.034 1.594 -0.968
C13 1.404 2.481 -1.211
C14 0.124 3.278 -1.119
O4 2.452 2.889 -0.734
C15 -0.405 -0.211 -0.158
C16 -1.267 -0.936 0.721
C17 -0.948 -1.157 2.067
H1 -0.714 0.434 4.363
H2 -1.498 -0.057 5.864
H3 0.260 0.126 5.807
H4 0.434 -1.828 4.269
H5 -0.404 -2.274 5.769
H6 -3.670 -2.909 2.997
H7 -4.265 -2.533 0.626
H8 -3.636 -1.564 -1.492
H9 -0.466 1.536 -2.892
H10 0.412 0.068 -3.244
H11 2.998 0.482 -0.901
H12 2.288 -0.530 -2.173
H13 3.598 0.540 -3.824
H14 3.318 2.118 -3.083
H15 5.369 0.039 -2.195
H16 5.674 1.629 -2.927
H17 4.338 2.269 -0.881
H18 -0.179 3.622 -2.106
H19 0.309 4.144 -0.489
H20 -0.678 2.682 -0.691
H21 0.521 0.176 0.243
H22 -0.014 -0.761 2.433

Results
Energy above the lowest of the compared OMol25 structures with the same formula, charge and spin: 0.8399 eV
Structure (SMILES): CCOc1ccc2[nH]c(=O)c(CN(CCCO)C(C)=O)cc2c1

Electronic structure analysis, natural (NBO) charges in units of e: -0.638, -0.063, -0.492, 0.293, -0.219, -0.214, 0.137, -0.552, 0.625, -0.628, -0.116, -0.227, -0.441, -0.232, -0.441, -0.050, -0.741, 0.697, -0.716, -0.667, -0.160, -0.025, -0.287, 0.211, 0.216, 0.218, 0.171, 0.196, 0.230, 0.215, 0.415, 0.232, 0.231, 0.230, 0.205, 0.210, 0.211, 0.164, 0.161, 0.498, 0.232, 0.245, 0.230, 0.221, 0.218


No. 2
Formula: C17H22N4O2S2
Source: the Open Molecules 2025 dataset
Level of theory: ωB97M-V/def2-TZVPD

Cartesian coordinates (Å):
C1 3.081 2.667 -0.074
C2 2.423 2.977 1.273
C3 3.365 3.792 2.161
C4 1.110 3.725 1.059
N1 2.096 1.719 1.950
C5 2.980 0.756 2.226
O1 4.184 0.837 2.116
C6 2.401 -0.538 2.810
S1 0.636 -0.898 2.564
C7 0.547 -0.991 0.838
N2 1.296 -0.355 0.010
N3 0.989 -0.555 -1.257
C8 -0.022 -1.340 -1.446
N4 -0.430 -1.632 -2.713
C9 -1.579 -2.151 -3.280
O2 -1.639 -2.195 -4.486
C10 -2.709 -2.600 -2.393
C11 -3.732 -1.455 -2.223
C12 -3.206 -0.377 -1.318
C13 -2.405 0.644 -1.815
C14 -1.862 1.590 -0.963
C15 -2.120 1.530 0.396
C16 -2.930 0.527 0.899
C17 -3.468 -0.421 0.046
S2 -0.689 -1.976 0.055
H1 3.254 3.586 -0.627
H2 4.032 2.168 0.088
H3 2.443 2.009 -0.658
H4 2.889 4.020 3.112
H5 3.630 4.723 1.668
H6 4.271 3.224 2.351
H7 1.302 4.689 0.596
H8 0.605 3.896 2.008
H9 0.456 3.154 0.403
H10 1.115 1.493 2.024
H11 2.977 -1.375 2.415
H12 2.525 -0.515 3.895
H13 0.222 -1.279 -3.410
H14 -2.358 -2.941 -1.420
H15 -3.200 -3.429 -2.904
H16 -3.962 -1.048 -3.209
H17 -4.646 -1.875 -1.801
H18 -2.205 0.698 -2.876
H19 -1.236 2.373 -1.365
H20 -1.701 2.269 1.063
H21 -3.136 0.477 1.958
H22 -4.091 -1.209 0.444

Results
Energy above the lowest of the compared OMol25 structures with the same formula, charge and spin: 0.0918 eV
Structure (SMILES): CC(C)(C)NC(=O)CSc1nnc(NC(=O)CCc2ccccc2)s1

Electronic structure analysis, natural (NBO) charges in units of e: -0.628, 0.125, -0.619, -0.607, -0.625, 0.689, -0.628, -0.609, 0.278, -0.154, -0.283, -0.309, 0.233, -0.635, 0.695, -0.578, -0.495, -0.410, -0.041, -0.175, -0.211, -0.226, -0.210, -0.212, 0.356, 0.204, 0.238, 0.223, 0.204, 0.206, 0.241, 0.221, 0.207, 0.205, 0.404, 0.254, 0.254, 0.435, 0.212, 0.250, 0.229, 0.221, 0.210, 0.218, 0.216, 0.217, 0.211


HOMO values (in Ha) by entry order: -0.3004; -0.3215.
HOMO-LUMO gap values (in hartree) by entry order: 0.304; 0.331.
LUMO energy values (in eV) by entry order: 0.1; 0.3.